A molecular structure, C20H45N2P3PmSSe at a distorted geometry. Source: the OMol25 dataset; level of theory: the ωB97M-V functional and the def2-TZVPD basis.

```
73
Properties=species:S:1:pos:R:3:forces:R:3
Pm 0.634603 0.869310 0.172440 0.369 -0.163 -0.378
P 0.752207 -2.021547 -0.401089 -0.228 -1.522 -0.012
P 0.515375 0.534331 -2.650316 -0.048 -0.151 -1.871
P -0.451315 -0.310759 2.452633 -0.887 -1.243 1.827
H -2.661924 5.776909 -0.495435 -0.025 -0.282 0.469
C -2.268197 5.567638 0.502658 1.323 -0.754 0.415
C -1.205256 4.746785 0.690119 -1.163 1.078 0.085
H -0.793049 4.152680 -0.119163 0.178 0.189 -0.362
C -0.740607 -3.035468 -0.700924 -0.360 0.476 -0.087
C 1.728192 -2.693253 -1.803766 0.410 0.412 0.009
C 1.459609 -3.054391 0.933067 0.377 0.159 0.153
C -0.107907 2.196005 -3.111707 -0.005 0.070 0.287
C 2.069784 0.417388 -3.633991 0.213 0.151 0.646
C -0.539229 -0.528077 -3.714694 -0.452 -0.181 0.367
C -1.401370 1.026552 3.269123 0.121 0.423 -0.353
C 0.598884 -0.890707 3.843867 0.521 0.386 -0.326
C -1.608822 -1.726947 2.611848 -0.374 -0.147 -0.579
H -2.716437 6.083125 1.364819 0.352 -0.024 -0.590
H -0.667916 4.728102 1.634582 -0.300 -0.223 0.066
H -0.414840 -4.081282 -0.802651 -0.144 0.333 0.041
H -1.222263 -2.704790 -1.627751 -0.103 -0.167 0.237
H -1.437404 -2.939078 0.135885 0.000 -0.127 -0.242
H 1.858905 -3.774796 -1.636008 -0.126 0.408 -0.161
H 2.713386 -2.215513 -1.807030 -0.078 -0.139 -0.218
H 1.227866 -2.519864 -2.766384 0.274 -0.115 0.345
H 1.581267 -4.074691 0.541083 -0.167 0.253 0.221
H 0.827141 -3.070451 1.828853 0.193 -0.043 -0.316
H 2.449202 -2.664299 1.186616 -0.354 -0.353 0.065
H 0.021757 2.336151 -4.195514 -0.116 0.098 0.353
H 0.440195 2.983249 -2.572849 -0.051 -0.034 -0.278
H -1.171044 2.276217 -2.840864 0.216 -0.006 -0.214
H 1.797745 0.546962 -4.692952 0.224 0.029 0.386
H 2.554366 -0.558837 -3.484855 -0.199 0.339 -0.133
H 2.754881 1.206632 -3.296279 -0.035 -0.193 -0.307
H -0.286853 -0.334112 -4.772143 -0.144 -0.016 0.493
H -1.591803 -0.278464 -3.527429 0.183 -0.126 -0.143
H -0.404781 -1.598040 -3.505027 -0.042 0.386 -0.142
H -1.862450 0.628202 4.189651 0.183 0.245 -0.392
H -2.169357 1.403488 2.575673 0.137 -0.114 0.407
H -0.720515 1.854155 3.520001 -0.250 -0.154 0.112
H -0.020457 -0.785595 4.746147 0.414 -0.117 -0.147
H 1.495651 -0.267826 3.906085 -0.063 -0.080 0.386
H 0.893963 -1.939169 3.695791 -0.119 0.378 0.123
H -2.091556 -1.614241 3.592594 0.089 -0.084 -0.273
H -1.058291 -2.676549 2.601270 -0.203 0.289 -0.010
H -2.378403 -1.748391 1.830916 0.197 -0.059 0.395
C -4.206828 1.538183 -0.403959 -0.930 1.139 -1.256
C -3.827003 2.828808 -0.844119 0.000 -0.222 0.681
C -4.785572 3.857998 -0.740795 -0.023 -0.551 -0.132
C -6.059745 3.552209 -0.243809 -0.267 0.089 0.241
C -6.477863 2.244073 0.035641 0.635 0.056 -0.357
C -5.560725 1.232257 -0.208087 0.615 -0.447 1.057
Se -2.998461 0.127648 -0.025998 -0.075 -0.853 -0.263
H -4.061918 -0.855559 0.504972 1.176 0.937 -0.452
H -2.798542 3.066008 -1.188106 -0.741 -0.215 0.441
H -4.522208 4.898827 -1.005342 -0.325 -0.881 0.123
H -6.766792 4.343240 -0.046007 0.042 0.225 -0.101
H -7.432359 1.973237 0.506904 0.264 0.444 -0.663
H -5.814749 0.176260 -0.077153 -0.210 0.422 0.185
C 5.431452 -2.458278 -0.754200 0.557 -0.518 -0.248
N 5.046027 -1.074383 -0.415927 -1.415 0.345 1.383
C 4.236912 -0.681518 0.607593 0.859 -1.824 -0.724
S 3.404873 0.838496 0.521981 -0.574 0.123 -0.119
N 4.072255 -1.491045 1.687467 -0.191 2.398 -0.260
C 5.169175 -2.200689 2.327260 0.498 -1.219 0.334
H 6.097855 -2.926270 -0.014279 -0.367 0.327 -0.207
H 5.993387 -2.434518 -1.697368 -0.131 0.216 0.332
H 4.571309 -3.125158 -0.942950 0.150 0.488 0.382
H 5.156510 -0.377902 -1.135051 0.128 0.049 -0.093
H 3.397695 -1.074802 2.343568 0.590 -0.359 -0.400
H 5.179948 -2.013565 3.401687 -0.206 0.169 -0.136
H 5.022028 -3.275051 2.191078 0.230 0.046 0.029
H 6.150408 -1.915247 1.948099 -0.224 0.131 -0.132
```
Positions in Å, forces in eV/Å.

Summary:
Multiplicity = 5
Frontier orbital gap (alpha / beta) = 5.396 / 6.113 eV
Expectation value of S² = 6.01
Net charge = +3

---

A molecular structure, C20H45N2P3RhSSe at a distorted geometry. Source: the OMol25 dataset; level of theory: the ωB97M-V functional and the def2-TZVPD basis.

```
73
Properties=species:S:1:pos:R:3:forces:R:3
Rh 0.350981 -0.137604 0.331434 0.501 -1.404 -0.167
P -0.186277 -1.609468 -1.328633 -0.510 -0.991 -0.827
P 1.870599 1.052735 -0.939518 0.889 1.488 -0.343
P -1.644224 -0.111827 1.437508 -1.523 0.416 0.791
H 1.242162 3.569371 1.550897 -0.808 -0.283 0.280
C 1.022368 2.940613 2.420455 0.007 -0.427 0.356
C 1.182154 1.603469 2.357954 0.601 1.356 0.424
H 1.288607 1.154581 1.339322 0.783 0.798 1.376
C -1.319311 -0.944792 -2.606294 -0.141 -0.019 -0.251
C 1.166975 -2.343386 -2.312609 -0.055 -0.218 -0.166
C -1.062518 -3.112773 -0.769875 -0.029 -0.118 -0.260
C 2.510840 2.659138 -0.333091 0.104 0.069 -0.105
C 3.401092 0.068123 -1.007204 0.018 -0.083 -0.462
C 1.373068 1.507897 -2.627706 0.320 -0.077 -0.359
C -1.997397 1.227041 2.623257 -0.284 -0.104 0.315
C -1.738963 -1.624411 2.459748 -0.128 -0.019 0.096
C -3.207541 -0.072564 0.470001 -0.119 -0.147 0.024
H 0.741861 3.506103 3.326297 0.608 -0.565 -0.273
H 1.398671 0.961834 3.225181 -0.852 0.243 -0.320
H -1.485830 -1.703223 -3.388022 -0.013 0.290 0.188
H -0.905816 -0.039107 -3.072646 0.026 -0.352 0.087
H -2.288970 -0.678898 -2.161427 0.261 -0.204 -0.047
H 0.761645 -3.167447 -2.916913 0.140 0.201 0.081
H 1.932393 -2.751462 -1.638378 -0.203 0.120 -0.226
H 1.629480 -1.617401 -2.991957 -0.061 -0.146 0.201
H -1.207494 -3.776093 -1.635184 -0.049 0.087 0.273
H -2.046039 -2.862504 -0.351446 0.278 -0.098 -0.086
H -0.450237 -3.632642 -0.018008 -0.354 0.198 -0.354
H 3.382109 2.967447 -0.929745 -0.254 -0.129 0.086
H 2.811742 2.566068 0.714851 0.103 0.018 -0.375
H 1.742432 3.442852 -0.404830 0.234 -0.273 -0.111
H 4.061818 0.518658 -1.756581 0.023 -0.146 0.112
H 3.183521 -0.968892 -1.280437 0.114 0.249 0.009
H 3.893109 0.091158 -0.030131 -0.165 0.093 -0.093
H 2.161312 2.134569 -3.074200 -0.277 -0.196 0.063
H 0.441404 2.093168 -2.594815 0.342 -0.187 0.055
H 1.229037 0.624400 -3.257405 -0.019 0.208 0.046
H -2.960621 0.988299 3.107475 0.315 0.194 -0.152
H -2.077351 2.188207 2.101972 0.003 -0.227 0.078
H -1.225439 1.319104 3.393486 -0.176 -0.115 -0.226
H -2.636543 -1.563080 3.090267 0.194 -0.100 -0.123
H -0.841219 -1.670101 3.090233 -0.323 0.036 -0.106
H -1.792993 -2.527664 1.837189 0.002 0.300 0.173
H -4.052479 -0.057679 1.177364 0.248 0.036 -0.254
H -3.351342 -0.926650 -0.204226 0.173 0.160 0.240
H -3.236869 0.850417 -0.126044 -0.001 -0.137 0.212
C -2.514096 3.918668 -1.572277 -0.034 1.292 0.521
C -1.785910 3.821815 -0.381357 0.246 -0.467 -0.154
C -2.026259 4.722694 0.655231 -0.332 0.125 -0.584
C -2.949105 5.755526 0.458346 -0.113 0.215 0.315
C -3.646250 5.888721 -0.748800 0.252 -0.199 -0.153
C -3.404918 4.981601 -1.783485 -0.493 -0.413 -0.347
Se -2.334473 2.570473 -2.904740 -0.022 0.229 0.409
H -3.490247 1.836595 -2.363911 -0.301 -0.132 -0.408
H -1.056285 3.016492 -0.287366 -0.042 0.124 0.274
H -1.511889 4.622949 1.603705 0.074 0.036 -0.132
H -3.126679 6.483819 1.265119 0.061 -0.464 -0.455
H -4.382819 6.687461 -0.883222 0.416 -0.276 -0.007
H -3.913030 5.063668 -2.754588 0.058 0.130 0.582
C 3.560355 -4.650055 -0.107382 0.431 -0.584 -0.090
N 3.180781 -3.393767 0.555044 -0.966 0.448 0.112
C 2.024940 -3.140527 1.190117 0.162 -1.448 -0.059
S 1.683912 -1.519859 1.730188 0.099 0.228 0.017
N 1.160432 -4.138024 1.520481 0.913 1.283 0.072
C 1.517416 -5.554276 1.674537 -0.052 -0.594 -0.089
H 3.962033 -5.367368 0.624999 -0.100 0.291 -0.447
H 4.345166 -4.454364 -0.847774 -0.227 0.159 0.285
H 2.713602 -5.108217 -0.637744 0.274 0.345 0.216
H 3.793025 -2.590254 0.426929 -0.249 -0.333 0.154
H 0.385114 -3.813788 2.096368 0.335 -0.110 -0.264
H 2.510178 -5.676896 2.127202 -0.430 0.093 -0.086
H 0.777656 -6.008939 2.327527 0.035 0.066 0.098
H 1.463448 -6.089732 0.719281 0.060 0.157 0.341
```
Positions in Å, forces in eV/Å.

Summary:
Multiplicity = 5
Frontier orbital gap (alpha / beta) = 6.670 / 4.558 eV
Expectation value of S² = 6.01
Net charge = +3
Energy above the lowest of the compared OMol25 structures with the same formula, charge and spin = 0.00 kJ/mol

---

A molecular structure, C20H46Cl2O2P2Sc at a distorted geometry. Source: the OMol25 dataset; level of theory: the ωB97M-V functional and the def2-TZVPD basis.

```
73
Properties=species:S:1:pos:R:3:forces:R:3
Sc 0.312126 -0.012115 0.419619 -0.876 -0.512 -1.401
Cl -2.101653 0.179060 0.242230 -1.070 0.335 0.268
P 0.232614 2.768119 0.152591 0.296 -0.699 0.003
C -0.995182 3.619305 1.265864 -0.038 -0.009 -0.029
C 1.874606 3.556704 0.471528 -0.280 0.467 0.056
C -0.278858 3.267890 -1.552585 -0.175 0.120 0.452
C -1.343431 2.720366 2.463243 -0.117 -0.138 0.062
H -1.889358 3.676916 0.619020 0.196 0.004 0.206
C -0.651151 5.035445 1.741489 -0.246 0.113 -0.036
H 0.164558 5.038402 2.476164 -0.116 -0.031 -0.204
H -1.544439 5.444604 2.237293 0.243 -0.039 -0.007
H -0.405218 5.719872 0.922338 0.094 -0.126 0.134
H -1.859110 1.818109 2.115276 0.171 0.214 0.152
H -2.022504 3.258974 3.139726 0.130 -0.053 -0.068
H -0.467208 2.390285 3.040830 -0.176 0.192 -0.169
H -1.311221 2.873838 -1.590492 0.335 0.099 -0.006
C 0.542659 2.559162 -2.638731 0.059 -0.104 -0.429
C -0.328515 4.788205 -1.739871 -0.068 -0.003 -0.407
H -1.136857 5.247271 -1.163963 0.130 -0.045 0.019
H -0.524477 5.003014 -2.798493 0.030 0.088 0.115
H 0.619765 5.277869 -1.473228 -0.201 -0.163 -0.059
H 1.059576 1.653832 -2.293056 -0.241 0.199 0.021
H 1.288860 3.231386 -3.086053 -0.186 -0.105 0.157
H -0.135243 2.241269 -3.441471 0.176 0.058 0.082
C 2.430971 3.052746 1.812132 0.140 0.125 0.071
H 1.651189 4.638753 0.524023 0.432 -0.248 0.111
C 2.898338 3.279152 -0.634585 0.072 0.077 -0.062
H 1.761658 3.230205 2.661629 0.047 -0.079 -0.162
H 3.382901 3.567876 2.017276 -0.220 -0.113 0.002
H 2.644354 1.974718 1.761765 -0.116 0.264 -0.055
H 2.962642 2.203306 -0.842773 0.001 0.299 0.003
H 3.887315 3.612708 -0.294185 -0.109 -0.039 -0.009
H 2.680359 3.818194 -1.562966 -0.034 -0.134 0.183
Cl 2.539549 -0.262341 -0.434725 1.019 -0.073 0.209
H 0.052514 -0.319686 -1.327288 -0.029 0.187 -0.759
P -0.798608 -2.699780 -0.095742 1.244 1.411 0.368
C -2.031341 -2.997700 -1.450780 0.034 0.138 0.294
C 0.591116 -3.872549 -0.426204 -0.685 -0.420 0.042
C -1.667582 -3.173696 1.460313 -0.341 -0.276 -0.392
C -1.774992 -2.028768 -2.612224 -0.128 0.047 -0.183
H -2.978740 -2.706653 -0.961351 0.209 -0.099 -0.219
C -2.145987 -4.448023 -1.930781 -0.310 -0.073 -0.109
H -1.306370 -4.742120 -2.574836 -0.142 0.099 0.190
H -3.067308 -4.530503 -2.527203 0.230 -0.081 0.009
H -2.230572 -5.169401 -1.109403 0.117 0.148 -0.227
H -1.995084 -1.003925 -2.306930 0.210 -0.125 0.013
H -2.421346 -2.273704 -3.463940 -0.035 -0.118 0.050
H -0.733106 -2.057268 -2.956001 -0.312 0.043 0.134
H -2.509436 -2.459358 1.431325 0.216 -0.233 -0.001
C -0.828183 -2.835225 2.709928 0.159 0.153 0.225
C -2.250870 -4.590252 1.469199 -0.160 0.087 0.484
H -3.066507 -4.696758 0.745410 0.218 -0.013 0.089
H -2.676408 -4.777354 2.462961 -0.003 -0.167 -0.097
H -1.489507 -5.357484 1.278683 -0.116 0.105 0.010
H 0.191240 -2.485979 2.478852 -0.493 -0.168 0.076
H -0.747604 -3.700935 3.385567 -0.010 0.167 -0.203
H -1.301507 -2.014424 3.265917 0.138 -0.225 -0.085
C 1.289896 -3.477145 -1.737596 0.182 -0.114 0.032
H 0.097459 -4.855256 -0.521532 0.573 -0.068 -0.056
C 1.597101 -3.886625 0.729025 0.160 -0.127 -0.072
H 0.692655 -3.714320 -2.624070 0.022 0.104 0.167
H 2.229482 -4.041390 -1.822105 -0.122 0.067 0.001
H 1.543851 -2.406459 -1.743704 -0.152 -0.284 0.005
H 2.062677 -2.895803 0.866859 -0.229 -0.264 -0.039
H 2.401393 -4.593390 0.485376 -0.045 0.109 0.026
H 1.151867 -4.216338 1.672749 0.055 0.079 -0.153
C 2.680328 -0.759574 3.549509 0.456 -0.096 0.186
C 1.425317 0.069921 3.476957 -1.219 0.013 -1.110
O 1.039525 0.782204 4.392144 0.315 -0.315 -0.420
O 0.777000 -0.053612 2.311030 1.021 0.216 2.594
H 3.119015 -0.692224 4.541903 -0.022 0.052 0.098
H 3.413441 -0.383955 2.823704 -0.254 -0.157 -0.029
H 2.482654 -1.815424 3.329236 -0.057 0.259 -0.142
```
Positions in Å, forces in eV/Å.

Summary:
Frontier orbital gap = 6.524 eV
Net charge = -1
Energy above the lowest of the compared OMol25 structures with the same formula, charge and spin = 0.00 kJ/mol

---

| no. | E_tot (eV) |
| --- | --- |
| 1 | -145026.8049 |
| 2 | -131478.7797 |
| 3 | -89911.7475 |